[1]
Below is 2 unconnected molecules or ions with the total composition C2H5N2O2, with properties calculated with ωB97M-V/def2-TZVPD.

Atoms and positions in Å:
1 N 0.992 0.681 -0.336
2 C -0.002 1.414 -0.964
3 N 0.081 2.479 -1.673
4 H 1.984 1.062 -0.096
5 H 0.407 -0.166 0.227
6 H -1.115 0.956 -0.742
7 H -0.867 3.086 -1.586
8 O -0.569 -2.419 2.590
9 C -0.313 -2.343 1.329
10 O -0.375 -1.365 0.491
11 H -0.222 -3.385 0.760

For the strongest force on any atom, the calculation gives 3.81 eV/A. Its net charge is -1. For the energy relative to the best compared isomer or geometry (same formula, charge and spin), the calculation gives 163.6 kJ/mol. Its HOMO-LUMO gap is 9.1 eV.

[2]
Below is 2 unconnected molecules or ions with the total composition C2H5N2O2S, with properties calculated with ωB97M-V/def2-TZVPD.

Atoms and positions in Å:
1 C 1.879 0.653 0.333
2 C -0.588 0.118 -0.095
3 N -0.809 -1.149 -0.015
4 N -1.442 1.071 -0.258
5 O 4.192 0.692 -0.124
6 O -2.093 -1.689 -0.209
7 S 3.018 -0.018 -0.598
8 H 1.841 1.446 1.061
9 H -0.064 -1.835 -0.012
10 H -1.166 2.042 -0.235
11 H -2.426 0.868 -0.428
12 H -2.343 -2.201 0.579

For the strongest force on any atom, the calculation gives 3.70 eV/A. Its net charge is +1. For the energy relative to the best compared isomer or geometry (same formula, charge and spin), the calculation gives 418.2 kJ/mol. Its HOMO-LUMO gap is 8.1 eV.

[3]
Below is a gas-phase ion, C2H5N2O3 (charge -1), with properties calculated with ωB97M-V/def2-TZVPD.

Atoms and positions in Å:
1 C -0.290 -0.991 0.927
2 C 0.556 -0.334 -0.084
3 O 1.902 -0.235 0.318
4 N 0.029 1.079 -0.150
5 N -0.820 1.254 -1.106
6 O -1.289 0.289 -1.810
7 O -1.094 2.449 -1.216
8 H -0.262 -0.353 1.770
9 H 0.095 -1.936 1.229
10 H -1.288 -1.116 0.680
11 H 0.320 -0.810 -1.046
12 H 2.142 0.705 0.488

For the strongest force on any atom, the calculation gives 3.22 eV/A. Its net charge is -1. For the energy relative to the best compared isomer or geometry (same formula, charge and spin), the calculation gives 564.5 kJ/mol. Its HOMO-LUMO gap is 8.0 eV. Its SMILES is C[C@H](O)N=[N+]([O-])[O-].

Which of these has the lowest HOMO-LUMO gap?
C2H5N2O3